Here is a cluster of 2 separate species, C4H14N2S in total from OMol25. Energies are from ωB97M-V with the def2-TZVPD basis set.

The geometry in XYZ format:
```
21
Properties=species:S:1:pos:R:3:nbo_charge:R:1
C -0.29 -0.06 -2.10 -0.23
N 0.84 -0.70 -2.77 -0.83
C -1.22 -1.15 -1.53 -0.23
N -1.70 -0.84 -0.15 -0.84
H -0.81 0.52 -2.86 0.18
H -0.02 0.66 -1.31 0.17
H 1.32 -0.02 -3.34 0.35
H 1.51 -1.00 -2.07 0.36
H -0.66 -2.08 -1.47 0.19
H -2.09 -1.22 -2.18 0.18
H -2.56 -1.37 -0.02 0.36
H 0.29 -1.33 0.66 0.17
H -2.02 0.12 -0.13 0.35
C 1.21 1.29 3.11 -0.61
C 0.56 0.95 1.77 -0.52
S 1.33 -0.53 1.05 -0.12
H 2.29 1.41 3.04 0.21
H 0.99 0.54 3.86 0.21
H 0.81 2.23 3.51 0.21
H 0.71 1.76 1.05 0.20
H -0.51 0.79 1.88 0.22
```

Summary:
Multiplicity: 1
Electronic energy (Ha): -668.470836
Energy above the lowest of the compared OMol25 structures with the same formula, charge and spin (kJ/mol): 40.7
E_LUMO (eV): 1.0
Net charge: 0

Here is a structure of composition C20H19N6O2S2SbSe4Tc from OMol25. Energies are from ωB97M-V with the def2-TZVPD basis set.

The geometry in XYZ format:
```
55
Properties=species:S:1:pos:R:3:mulliken_spin:R:1
Tc -0.07 0.56 -0.62 1.44
C -0.76 -4.53 0.29 0.00
N 0.44 -3.78 -0.04 0.00
C 1.59 -4.31 -0.60 0.00
C 2.47 -3.31 -0.76 0.00
N 1.86 -2.15 -0.28 0.00
C 0.60 -2.46 0.15 0.00
S -0.58 -1.41 0.74 0.02
C 2.58 -0.95 -0.05 0.00
C 3.92 -1.08 0.30 0.00
C 4.71 0.05 0.45 -0.01
C 4.11 1.29 0.30 0.00
C 2.76 1.34 0.02 -0.02
N 1.99 0.25 -0.18 -0.02
H -0.48 -5.56 0.49 0.00
H -1.47 -4.51 -0.54 0.00
H -1.23 -4.11 1.18 0.00
H 1.68 -5.35 -0.87 0.00
H 3.44 -3.31 -1.22 0.00
H 4.33 -2.06 0.46 0.00
H 5.75 -0.05 0.70 0.00
H 4.66 2.21 0.42 0.00
H 2.27 2.30 -0.06 -0.01
O -2.21 0.54 -0.75 0.02
N -3.02 0.66 -1.79 -0.01
C -3.97 1.61 -1.69 0.00
C -4.90 1.81 -2.67 0.01
C -4.85 1.03 -3.82 0.00
C -3.88 0.06 -3.91 0.01
C -2.96 -0.14 -2.88 -0.01
S -1.91 -1.55 -2.99 0.00
H -3.94 2.17 -0.77 0.00
H -5.66 2.57 -2.54 0.00
H -5.55 1.18 -4.63 0.00
H -3.80 -0.58 -4.78 0.00
Se -1.12 1.83 -5.73 0.11
Sb 0.71 1.47 -4.25 0.02
Se 0.11 -0.78 -2.62 -0.03
Se 0.00 2.50 -1.80 -0.59
Se 3.08 1.47 -4.32 0.08
N 2.11 1.14 4.90 0.00
C 0.80 0.80 4.80 0.00
O 0.24 0.00 5.52 0.00
C 0.04 1.45 3.67 0.00
C -1.13 2.18 3.90 0.01
C -1.82 2.67 2.80 -0.01
C -1.38 2.35 1.53 0.01
N -0.30 1.59 1.31 -0.03
C 0.42 1.19 2.37 0.00
H 2.61 0.79 5.70 0.00
H 2.46 1.99 4.48 0.00
H -1.48 2.35 4.90 0.00
H -2.70 3.27 2.93 0.00
H -1.91 2.69 0.66 0.01
H 1.31 0.61 2.19 0.00
```

Summary:
<S²>: 1.17
Multiplicity: 2
Electronic energy (Ha): -11975.247540
Energy above the lowest of the compared OMol25 structures with the same formula, charge and spin (kJ/mol): 0.0
E_LUMO (spin up / spin down) (eV): -8.1 / -7.8
Net charge: +2

Here is a structure of composition C18H19ClMnN5O9PS from OMol25. Energies are from ωB97M-V with the def2-TZVPD basis set.

The geometry in XYZ format:
```
55
Properties=species:S:1:pos:R:3:mulliken_spin:R:1
Mn -0.42 -0.81 -0.92 4.84
O -2.48 -1.03 -1.46 0.04
N -3.59 -0.54 -0.99 -0.01
C -4.68 -0.55 -1.78 0.00
C -5.89 -0.06 -1.37 0.00
C -6.00 0.44 -0.07 0.00
C -4.89 0.45 0.74 0.00
C -3.65 -0.05 0.30 0.01
S -2.25 -0.04 1.26 0.04
H -4.51 -0.97 -2.76 0.00
H -6.75 -0.09 -2.03 0.00
H -6.94 0.83 0.29 0.00
H -4.93 0.82 1.75 0.00
O 1.01 5.72 -3.82 0.00
C -0.11 5.42 -3.39 0.00
O -1.18 6.05 -3.44 0.00
C -0.21 4.03 -2.68 0.00
C -1.43 3.56 -2.22 0.00
C -1.49 2.33 -1.60 0.01
N -0.43 1.54 -1.45 0.00
C 0.75 1.99 -1.89 0.01
C 0.91 3.23 -2.49 0.00
C 1.91 1.00 -1.76 0.00
O 3.07 1.39 -1.68 0.01
O 1.52 -0.21 -1.75 0.04
H -2.31 4.16 -2.36 0.00
H -2.43 1.96 -1.20 0.00
H 1.88 3.56 -2.83 0.00
C 3.31 -2.43 2.73 0.00
N 3.75 -1.65 1.59 0.00
C 3.92 -0.27 2.00 0.00
N 2.74 0.31 2.64 0.00
C 2.34 -0.54 3.75 0.00
N 2.11 -1.93 3.39 0.00
C 0.95 -2.06 2.53 0.01
P 1.10 -1.16 0.90 -0.08
C 2.82 -1.76 0.48 0.00
C 1.66 0.46 1.68 0.00
H 4.12 -2.42 3.48 0.00
H 3.13 -3.46 2.41 0.00
H 4.17 0.33 1.12 0.00
H 4.74 -0.23 2.73 0.00
H 1.42 -0.13 4.18 0.00
H 3.14 -0.51 4.50 0.00
H 0.07 -1.68 3.06 0.00
H 0.79 -3.12 2.30 0.00
H 3.18 -1.15 -0.35 0.00
H 2.76 -2.80 0.15 0.00
H 0.80 0.90 2.18 0.00
H 1.99 1.14 0.89 0.00
O 1.29 -4.53 -1.92 0.00
Cl 0.10 -4.00 -1.35 0.01
O 0.34 -3.64 0.02 0.00
O -0.93 -4.98 -1.40 0.00
O -0.31 -2.83 -2.08 0.02
```

Summary:
<S²>: 8.75
Multiplicity: 6
Electronic energy (Ha): -3998.918151
Energy above the lowest of the compared OMol25 structures with the same formula, charge and spin (kJ/mol): 71.4
E_LUMO (spin up / spin down) (eV): 4.2 / 4.2
Net charge: -2

Here is the ion C2H6NS2 with charge +1 from OMol25. Energies are from ωB97M-V with the def2-TZVPD basis set.

The geometry in XYZ format:
```
11
Properties=species:S:1:pos:R:3:nbo_charge:R:1
C -1.45 0.75 -0.52 -0.38
C -0.09 -0.01 -0.50 -0.29
N 0.57 -0.01 0.84 -0.71
S -1.63 2.17 0.33 0.61
S -0.11 2.72 1.54 -0.28
H -2.10 0.84 -1.31 0.26
H 0.59 0.57 -1.20 0.27
H -0.35 -1.08 -0.80 0.27
H 0.44 0.96 1.43 0.40
H 1.42 -0.12 0.50 0.42
H 0.30 -0.87 1.33 0.44
```

Summary:
Multiplicity: 1
Electronic energy (Ha): -930.598252
Energy above the lowest of the compared OMol25 structures with the same formula, charge and spin (kJ/mol): 130.6
E_LUMO (spin up / spin down) (eV): -5.8 / -5.8
Net charge: +1

Here is a cluster of 4 separate species, C25H27BrNO12 in total from OMol25. Energies are from ωB97M-V with the def2-TZVPD basis set.

The geometry in XYZ format:
```
66
Properties=species:S:1:pos:R:3:nbo_charge:R:1
Br -3.49 0.80 -1.48 -0.01
C -2.84 2.40 -2.40 -0.42
C -1.37 2.72 -2.14 -0.42
C -0.48 1.52 -1.82 -0.40
C 1.00 1.87 -1.68 -0.23
C 1.51 2.04 -0.24 -0.42
C 3.02 2.09 -0.38 -0.22
N 3.29 1.33 -1.70 -0.51
C 1.96 0.78 -2.15 -0.21
H -3.04 2.22 -3.45 0.22
H -3.49 3.20 -2.05 0.24
H -1.29 3.46 -1.33 0.21
H -0.98 3.21 -3.04 0.21
H -0.81 1.08 -0.88 0.23
H -0.62 0.74 -2.58 0.22
H 1.24 2.79 -2.24 0.20
H 1.22 1.15 0.33 0.22
H 1.11 2.90 0.30 0.26
H 3.58 1.61 0.42 0.24
H 3.42 3.10 -0.52 0.23
H 4.01 0.62 -1.62 0.44
H 3.61 2.01 -2.39 0.43
H 1.78 -0.13 -1.58 0.23
H 1.99 0.55 -3.21 0.24
C 0.62 -2.76 0.74 -0.42
C 1.47 -2.72 1.79 0.34
C 1.38 -1.65 2.88 0.53
O 2.22 -1.74 3.76 -0.55
C 0.34 -0.65 2.81 -0.42
C -0.52 -0.72 1.78 0.32
C -0.41 -1.77 0.67 0.46
O -1.23 -1.65 -0.23 -0.56
O -1.53 0.12 1.60 -0.63
O 2.46 -3.56 1.96 -0.63
H 0.68 -3.52 -0.03 0.25
H 0.26 0.09 3.60 0.25
H -2.00 -0.19 0.79 0.52
H 2.95 -3.31 2.79 0.54
C 6.10 -2.12 4.51 -0.42
C 7.39 -1.79 4.67 0.36
C 8.53 -2.61 4.08 0.47
O 9.65 -2.17 4.28 -0.53
C 8.23 -3.81 3.34 -0.40
C 6.94 -4.15 3.19 0.34
C 5.80 -3.31 3.76 0.49
O 4.67 -3.72 3.53 -0.60
O 6.52 -5.21 2.53 -0.62
O 7.81 -0.73 5.32 -0.61
H 5.28 -1.55 4.93 0.25
H 9.04 -4.40 2.93 0.25
H 5.54 -5.21 2.59 0.51
H 8.79 -0.75 5.27 0.51
C -10.10 1.83 -3.12 -0.40
C -9.29 2.67 -2.45 0.34
C -7.80 2.41 -2.28 0.47
O -7.18 3.27 -1.67 -0.56
C -7.22 1.22 -2.85 -0.38
C -8.03 0.39 -3.52 0.34
C -9.52 0.65 -3.70 0.47
O -10.12 -0.19 -4.34 -0.54
O -7.63 -0.73 -4.10 -0.62
O -9.69 3.79 -1.88 -0.62
H -11.16 2.01 -3.25 0.25
H -6.17 1.05 -2.70 0.23
H -8.44 -1.11 -4.50 0.51
H -8.89 4.18 -1.48 0.51
```

Summary:
Multiplicity: 1
Electronic energy (Ha): -4500.255897
E_LUMO (eV): -3.6
Net charge: +1

Here is a cluster of 13 separate species, C4H35N2O13 in total from OMol25. Energies are from ωB97M-V with the def2-TZVPD basis set.

The geometry in XYZ format:
```
54
Properties=species:S:1:pos:R:3:nbo_charge:R:1
N -0.35 -0.19 1.33 -0.73
C -1.61 0.64 1.14 -0.18
C -2.09 0.93 2.57 -0.63
C -1.27 1.81 0.24 0.67
N -2.31 2.65 -0.17 -0.63
C -3.65 2.41 -0.70 -0.42
O -0.21 2.08 -0.32 -0.61
H -0.50 -1.13 1.70 0.48
H 0.68 0.22 -3.38 0.50
H 0.08 0.13 2.19 0.46
H -2.30 -0.07 0.68 0.27
H -1.68 0.13 3.18 0.22
H -1.75 1.93 2.96 0.24
H -3.18 1.02 2.77 0.25
H -1.77 3.25 -0.80 0.40
H -4.09 1.47 -0.31 0.19
H -3.71 2.26 -1.80 0.21
H -4.21 3.27 -0.32 0.23
H 3.50 3.28 -2.81 0.50
H 2.10 3.92 -3.35 0.50
O 2.56 3.18 -2.95 -0.98
H 4.78 -0.15 1.71 0.48
H 3.55 -0.67 1.09 0.48
O 4.52 -0.89 1.15 -0.96
H -2.83 -2.80 0.45 0.51
H -3.85 -1.63 0.77 0.47
O -3.01 -2.02 1.02 -0.99
H 1.59 -2.78 2.17 0.51
H 1.48 -1.24 2.68 0.50
O 1.03 -2.07 2.50 -1.00
H -2.68 -3.56 -1.85 0.48
H -1.91 -4.52 -1.18 0.50
O -2.39 -3.71 -0.93 -0.95
H 2.50 -0.36 -0.90 0.51
H 1.17 0.17 -1.24 0.52
O 1.66 -0.19 -0.46 -1.01
H -2.03 -0.34 -1.72 0.47
H 1.59 1.50 -3.49 0.51
O 0.98 1.02 -2.92 -0.99
H 1.85 1.57 2.15 0.52
H 2.11 1.29 3.68 0.49
O 1.80 0.89 2.86 -1.02
H -0.19 -2.26 -3.09 0.48
H 1.03 -2.57 -2.35 0.48
O 0.75 -2.03 -3.09 -0.95
H -2.74 -1.69 -1.74 0.47
H 0.18 -0.16 0.41 0.49
O -2.02 -1.21 -2.14 -0.94
H 1.78 1.89 -0.14 0.51
H 2.25 3.19 0.11 0.49
O 2.19 2.36 0.61 -0.98
H 3.15 -4.13 0.87 0.48
H 4.17 -2.89 0.58 0.51
O 3.27 -3.23 0.55 -0.99
```

Summary:
Multiplicity: 1
Electronic energy (Ha): -1260.798434
Energy above the lowest of the compared OMol25 structures with the same formula, charge and spin (kJ/mol): 280.9
E_LUMO (eV): -2.5
Net charge: +1